36
Properties=species:S:1:pos:R:3:forces:R:3:mulliken_charge:R:1 method="wB97M-V/def2-TZVPD" fmax_ha_per_bohr=0.0170 total_charge=0 e_lumo_ev=-0.28 e_tot_ev=-48820.4003 gap_ev=8.56 e_above_lowest_kj_mol=0.0 homo_ev=-8.844 spin_multiplicity=1 smiles="Cc1ccc(NS(=O)(=O)c2cc(C(=O)O)ccc2Cl)c(C)c1"
C -2.690200 -1.517034 -1.829806 0.0 -0.1 0.0 -1.694
C -1.307694 -1.488556 -1.253038 0.0 0.0 0.1 0.846
C -0.209055 -1.223721 -2.060996 0.0 0.0 0.1 -0.938
C 1.058324 -1.175426 -1.517231 0.0 -0.1 0.0 -0.421
C 1.262936 -1.401786 -0.159403 -0.8 -0.3 -0.2 0.153
N 2.562599 -1.242332 0.382567 0.4 0.5 0.4 -0.289
S 2.856373 0.187572 1.226818 0.3 0.1 -0.2 1.185
O 4.188489 0.585744 0.894101 0.0 -0.1 -0.1 -0.678
O 2.541411 0.021376 2.609134 -0.4 0.0 0.0 -0.703
C 1.604982 1.279480 0.514329 0.5 -0.3 0.3 -0.322
C 0.393394 1.341133 1.169545 -0.3 0.2 0.1 0.029
C -0.683574 2.002977 0.587638 0.3 0.0 -0.2 -0.071
C -1.991152 1.980128 1.286691 -0.1 -0.2 0.4 0.332
O -2.223999 1.333498 2.274309 0.1 0.0 0.1 -0.578
O -2.916616 2.749541 0.697312 -0.2 0.4 -0.4 -0.466
C -0.520176 2.626514 -0.648544 0.0 -0.1 0.2 -0.484
C 0.696026 2.574857 -1.298911 0.3 -0.1 0.1 -0.789
C 1.757262 1.877321 -0.727982 -0.3 0.2 0.1 0.464
Cl 3.238796 1.743435 -1.572970 0.1 0.2 -0.6 -0.144
C 0.179932 -1.722810 0.661146 0.1 -0.1 -0.2 0.633
C 0.342624 -2.078986 2.105534 0.1 0.0 0.1 -1.699
C -1.086959 -1.749669 0.090326 0.1 0.1 -0.1 -0.396
H -3.438162 -1.416208 -1.047753 -0.1 0.0 0.0 0.381
H -2.861848 -2.462171 -2.345243 -0.1 0.0 0.0 0.354
H -2.821876 -0.714323 -2.552409 -0.1 0.0 -0.1 0.393
H -0.346873 -1.039965 -3.116168 0.0 0.0 -0.1 0.426
H 1.907245 -0.953339 -2.149099 0.1 0.1 -0.1 0.392
H 3.285566 -1.336651 -0.317936 0.2 0.1 0.0 0.528
H 0.289797 0.867637 2.133194 -0.1 -0.1 0.1 0.721
H -3.751044 2.697166 1.190007 0.3 -0.2 0.1 0.356
H -1.354739 3.141400 -1.097642 0.0 0.0 -0.1 0.479
H 0.831409 3.047468 -2.258410 0.0 0.0 -0.1 0.480
H -0.542993 -1.790614 2.667030 0.0 0.0 0.1 0.399
H 0.464307 -3.158875 2.196498 0.0 -0.1 0.1 0.395
H 1.214567 -1.604106 2.540551 -0.1 -0.1 0.1 0.348
H -1.929069 -1.980686 0.726812 -0.1 0.0 0.1 0.378



42
Properties=species:S:1:pos:R:3:forces:R:3:mulliken_charge:R:1 method="wB97M-V/def2-TZVPD" fmax_ha_per_bohr=0.0742 total_charge=0 e_lumo_ev=-0.18 e_tot_ev=-121790.3877 gap_ev=7.56 e_above_lowest_kj_mol=79.2 homo_ev=-7.738 spin_multiplicity=1
Cu -0.482890 -0.800760 -2.055126 0.3 0.0 -0.5 0.048
C 2.562110 -2.815360 -1.744626 0.0 -0.2 0.0 -1.089
C 2.603510 -1.339760 -1.811126 0.9 0.2 0.0 0.770
N 1.599710 -0.546660 -1.985326 -0.6 -0.2 -0.1 -0.060
C 1.956210 0.775340 -1.960626 1.2 0.0 0.1 0.070
C 3.295110 0.983740 -1.796326 -0.3 -0.2 -0.1 -0.421
S 4.124410 -0.506360 -1.644626 -0.7 0.0 0.0 -0.209
C 0.932010 1.792240 -2.040526 -0.1 1.2 0.2 0.238
C 1.106110 3.131040 -1.824626 -0.2 -0.3 0.0 -0.569
S -0.392090 3.948240 -1.902726 0.0 -0.7 -0.2 -0.187
C -1.176090 2.430740 -2.254426 0.3 0.9 0.1 0.875
N -0.361490 1.428240 -2.295426 -0.1 -0.6 -0.2 -0.215
C -2.633890 2.412340 -2.468026 -0.3 0.0 0.1 -1.264
H 1.543410 -3.153860 -1.578026 0.0 0.0 0.1 0.080
H 3.192410 -3.152360 -0.923426 -0.1 -0.1 0.0 0.348
H 2.945210 -3.243760 -2.670426 0.0 -0.1 -0.1 0.411
H 3.814410 1.917440 -1.757826 0.1 0.3 0.0 0.436
H 2.015410 3.659240 -1.622426 0.2 0.1 0.1 0.413
H -2.953890 3.340240 -2.935926 -0.1 0.0 -0.1 0.446
H -3.144090 2.327340 -1.507926 0.0 0.0 0.0 0.270
H -2.929090 1.565940 -3.079926 0.0 -0.1 0.0 0.247
I -2.488490 -0.501860 -0.471726 -3.6 0.1 -1.3 0.157
I -5.032290 -0.729260 -1.734226 0.0 -0.1 0.0 -0.410
O -1.024790 -2.961860 -1.854926 0.0 0.1 -0.2 -0.484
H -1.113290 -3.032160 -0.883026 0.1 -0.1 -0.2 0.479
H -0.544990 -3.733260 -2.164626 0.0 -0.1 0.0 0.257
O -1.040990 2.035440 0.879874 0.2 -0.3 0.3 -0.565
C -0.736290 0.920240 1.254074 0.0 1.7 0.8 0.051
N -0.576990 -0.132960 0.416374 1.5 -0.7 0.1 -0.090
S -0.045890 -1.465760 1.167274 1.3 -0.8 0.7 1.476
O 1.353910 -1.655060 0.905474 0.2 0.1 0.2 -0.636
O -0.870290 -2.607460 0.839574 -0.1 0.1 0.6 -0.857
C -0.273690 -0.837060 2.827674 -0.2 0.4 -0.6 0.364
C -0.153890 -1.419260 4.067574 0.0 -0.2 0.0 -0.705
C -0.419790 -0.626860 5.178174 0.0 -0.1 -0.1 -0.501
C -0.783790 0.704740 5.040474 0.0 0.1 0.0 -0.524
C -0.865990 1.292340 3.788374 0.1 -0.1 -0.1 -0.545
C -0.598690 0.504240 2.680974 -0.1 0.0 0.3 0.100
H 0.118910 -2.457860 4.169174 0.0 -0.1 0.1 0.473
H -0.361190 -1.060060 6.162874 0.0 -0.1 0.1 0.404
H -1.007890 1.285340 5.921374 0.0 0.1 0.1 0.403
H -1.150090 2.325140 3.668674 0.0 0.1 -0.1 0.517



41
Properties=species:S:1:pos:R:3:forces:R:3:mulliken_charge:R:1 method="wB97M-V/def2-TZVPD" fmax_ha_per_bohr=0.0105 total_charge=+2 e_lumo_ev="-7.22 / -7.07" e_tot_ev=-84260.3336 s2=0.755 gap_ev="6.92 / 7.07" e_above_lowest_kj_mol=3.2 homo_ev="-14.139 / -14.140" spin_multiplicity=2
Ti -0.551167 0.336605 -1.017483 -0.5 0.0 0.2 0.499
F 0.690170 1.182432 4.508053 0.0 0.0 0.0 -0.233
C -0.169395 1.972379 3.846655 0.0 0.0 0.0 0.697
F -1.358044 1.368642 3.834958 0.0 0.0 0.0 -0.241
F -0.287661 3.113322 4.524918 0.0 0.0 0.0 -0.239
C 0.361519 2.241990 2.453670 0.0 0.1 0.0 0.003
C 1.351292 3.207635 2.310692 -0.1 0.0 0.0 -0.360
C 1.903545 3.471598 1.065269 0.0 0.1 0.0 -0.756
C 1.456502 2.747699 -0.016304 0.0 0.0 0.0 -0.603
N 0.509411 1.807078 0.112811 0.0 -0.1 0.1 0.106
C -0.049088 1.549542 1.322071 0.1 0.0 -0.2 0.835
S -1.254471 0.260255 1.189667 0.0 0.0 -0.1 -0.284
H 1.680959 3.757777 3.183156 0.0 0.0 0.0 0.513
H 2.665153 4.227323 0.941739 0.0 0.0 0.0 0.466
H 1.850845 2.911823 -1.010970 0.0 0.0 0.0 0.471
I -4.356466 3.531025 -4.797043 0.1 -0.1 0.1 0.252
C -3.570718 2.587907 -3.139226 0.0 0.1 -0.2 -0.611
C -4.218433 2.294431 -1.952168 0.0 0.0 0.1 -0.093
N -3.338866 1.681901 -1.152369 -0.1 0.1 0.0 -0.060
N -2.135160 1.565543 -1.746946 0.4 -0.3 0.0 0.102
C -2.276023 2.107921 -2.966491 -0.2 0.1 0.0 -0.423
H -5.230555 2.490680 -1.638241 0.0 0.0 0.0 0.485
H -3.461516 1.385175 -0.194870 0.0 0.0 0.0 0.182
H -1.456007 2.138284 -3.667281 0.0 0.0 0.0 0.490
C 1.084044 -5.695959 -0.388677 0.0 -0.1 0.0 -1.400
C 1.014376 -4.219342 -0.504955 0.0 0.1 0.0 0.852
C 1.913990 -3.341350 0.047012 0.0 0.0 0.0 -0.978
C 1.726634 -1.966644 -0.113399 0.0 0.0 -0.1 0.953
N 0.700539 -1.502125 -0.843850 0.0 0.1 0.1 -0.065
C -0.192148 -2.358565 -1.383230 -0.1 0.1 -0.1 0.276
S -1.503325 -1.706496 -2.226050 0.1 0.1 0.1 -0.461
N -0.028579 -3.687797 -1.196920 0.1 -0.1 0.0 0.016
C 2.634269 -0.984262 0.533878 0.0 0.0 0.0 -1.338
H 2.001294 -6.001608 0.105537 0.0 0.0 0.0 0.364
H 1.039595 -6.163277 -1.374451 0.0 0.0 0.0 0.413
H 0.236104 -6.067919 0.191966 0.0 0.0 0.0 0.376
H 2.756174 -3.714172 0.610135 0.0 0.0 0.0 0.443
H -0.723446 -4.305081 -1.604352 0.0 0.0 0.0 0.319
H 2.347163 -0.875266 1.584370 0.0 0.0 0.0 0.299
H 2.573192 -0.012290 0.051114 0.0 0.0 0.0 0.224
H 3.664297 -1.336815 0.517608 0.0 0.0 0.0 0.509



32
Properties=species:S:1:pos:R:3:forces:R:3:mulliken_charge:R:1 method="wB97M-V/def2-TZVPD" fmax_ha_per_bohr=0.0551 total_charge=-2 e_lumo_ev="5.44 / 5.24" e_tot_ev=-53141.6429 s2=6.086 gap_ev="1.95 / 5.70" homo_ev="3.484 / -0.457" spin_multiplicity=5
C 2.516714 -0.066931 -0.622460 -0.1 0.3 0.2 -2.004
C 1.318186 0.825625 -0.219869 -0.9 -2.5 -0.9 1.374
C 0.364471 0.069787 0.702113 1.0 0.8 2.0 1.477
C -0.800242 0.669386 1.360010 1.2 0.1 1.1 -1.015
C -1.545875 -0.382470 2.013524 1.1 0.3 1.4 -0.656
C -0.823576 -1.629553 1.818518 0.8 0.3 1.6 -0.998
C 0.366087 -1.345019 1.045270 0.9 0.4 1.2 -0.481
Fe -1.278217 -0.772880 0.077875 -0.4 -0.3 0.4 -0.661
C -0.884434 -1.242898 -1.807781 -1.0 -0.1 -1.6 -0.486
C -1.469171 0.084010 -1.707984 -0.9 -0.5 -1.7 -1.099
C -2.740155 -0.033067 -1.022653 -0.8 -0.4 -1.6 -0.613
C -2.947936 -1.435986 -0.694324 -0.9 -0.2 -1.8 -0.769
C -1.798531 -2.184059 -1.185638 -0.9 -0.3 -1.6 -0.735
H 3.228422 0.509994 -1.226334 -0.1 -0.2 0.0 0.204
H 3.038747 -0.441926 0.266906 -0.1 0.2 -0.1 0.398
H 2.172971 -0.941650 -1.186903 0.0 0.2 0.0 0.377
H 0.741769 1.043516 -1.149034 0.5 0.0 0.5 -0.654
H -0.990915 1.739042 1.402026 -0.2 -0.3 -0.2 0.398
H -2.442699 -0.247917 2.609597 0.1 -0.1 -0.2 0.504
H -1.099774 -2.592112 2.253420 0.1 0.3 -0.3 0.373
H 1.172109 -2.045618 0.844889 -0.3 0.1 -0.2 0.422
H 0.028688 -1.496844 -2.341023 -0.2 0.1 0.3 0.565
H -1.070360 0.992668 -2.151332 -0.1 -0.2 0.3 1.216
H -3.442707 0.777956 -0.855360 0.2 -0.2 0.1 0.381
H -3.839251 -1.857478 -0.243689 0.2 0.1 0.1 0.451
H -1.675238 -3.263137 -1.160705 0.0 0.2 0.1 0.416
C 1.712522 2.131379 0.343802 1.2 1.3 0.7 3.914
C 2.573278 2.890771 -0.588924 0.7 1.1 -1.3 -2.585
N 3.230015 3.505882 -1.325677 -0.9 -0.9 1.1 -0.031
C 2.501378 1.994199 1.579823 0.8 0.0 2.0 -0.591
N 3.064135 1.987901 2.601524 -0.8 0.0 -1.6 -0.624
H 0.819588 2.757429 0.570394 -0.1 0.2 0.0 -0.469



37
Properties=species:S:1:pos:R:3:forces:R:3:mulliken_charge:R:1 method="wB97M-V/def2-TZVPD" fmax_ha_per_bohr=0.0117 total_charge=0 e_lumo_ev=-0.68 e_tot_ev=-40154.0841 gap_ev=7.38 e_above_lowest_kj_mol=7.6 homo_ev=-8.051 spin_multiplicity=1
Pd 0.700057 0.049632 0.593732 -0.6 0.1 0.0 0.579
N 2.310658 -3.342292 -1.405219 0.0 0.0 0.0 -0.389
C 1.910992 -2.160858 -0.901699 -0.1 0.1 -0.1 0.745
S 0.645252 -2.189979 0.298461 0.3 -0.1 0.0 -0.453
N 2.519747 -1.091862 -1.382212 0.0 -0.1 0.0 -1.175
N 2.047228 0.048220 -0.825620 0.1 0.1 0.0 0.496
C 2.544291 1.200390 -1.140454 0.0 0.0 0.0 0.173
C 3.650513 1.372011 -2.108607 0.0 0.0 0.0 -0.088
C 4.884384 0.769837 -1.879365 0.0 0.0 0.0 -0.164
C 5.922647 0.952541 -2.777795 0.0 0.0 0.0 -0.683
C 5.733737 1.726206 -3.915297 0.0 0.0 0.0 -0.388
C 4.503684 2.321581 -4.152000 0.0 0.0 0.0 -0.696
C 3.465755 2.149589 -3.248110 0.0 0.0 0.0 -0.104
C 1.920961 2.366177 -0.470571 -0.1 -0.1 -0.1 0.583
C 2.391502 3.662223 -0.597568 0.0 0.0 0.0 -0.375
C 1.713130 4.685683 0.048903 0.0 0.0 0.0 -0.550
C 0.590299 4.394611 0.800266 0.0 0.0 0.0 -0.709
C 0.195636 3.070448 0.913202 0.0 0.0 0.0 -0.268
N 0.841498 2.093069 0.295477 0.4 0.1 0.1 -0.299
H 1.840526 -4.185137 -1.133673 0.0 0.0 0.0 0.191
H 2.954532 -3.351654 -2.176434 0.0 0.0 0.0 0.234
H 5.020768 0.155924 -0.999414 0.0 0.0 0.0 0.433
H 6.881428 0.486533 -2.592078 0.0 0.0 0.0 0.382
H 6.545331 1.863255 -4.617968 0.0 0.0 0.0 0.397
H 4.350040 2.918838 -5.041180 0.0 0.0 0.0 0.383
H 2.502962 2.611072 -3.432467 0.0 0.0 0.0 0.501
H 3.274309 3.859021 -1.187743 0.0 0.0 0.0 0.482
H 2.066157 5.704917 -0.035924 0.0 0.0 0.0 0.428
H 0.036017 5.167430 1.312297 0.0 0.0 0.0 0.394
H -0.650974 2.767698 1.513909 0.0 0.0 0.0 0.511
C -0.921051 0.683728 4.397492 0.0 0.0 0.0 -1.064
C -0.066837 0.666214 3.149338 -0.1 -0.1 0.0 0.923
O 1.066880 1.137700 3.144688 -0.1 0.0 0.1 -0.632
O -0.631858 0.114436 2.116842 0.1 0.0 0.0 -0.691
H -0.746762 1.605378 4.949207 0.0 0.0 0.0 0.309
H -0.612309 -0.148265 5.032078 0.0 0.0 0.0 0.291
H -1.975432 0.565484 4.160309 0.0 0.0 0.0 0.297



39
Properties=species:S:1:pos:R:3:forces:R:3:mulliken_charge:R:1 method="wB97M-V/def2-TZVPD" fmax_ha_per_bohr=0.1070 total_charge=0 e_lumo_ev=-1.05 e_tot_ev=-32899.6228 gap_ev=6.04 e_above_lowest_kj_mol=1108.8 homo_ev=-7.090 spin_multiplicity=1
C 3.400294 -0.688816 1.662460 -1.8 -0.2 0.0 -0.517
C 2.481834 -1.766577 1.572277 2.0 0.1 -0.2 -0.676
C 1.132987 -1.551737 1.676748 -1.4 0.0 0.3 -0.648
C 0.585906 -0.262345 1.769338 1.4 0.5 0.0 0.486
C -0.877327 -0.164620 1.999356 -0.2 1.9 0.8 0.851
N -1.403335 0.906146 2.690391 -4.3 -3.4 -1.0 0.523
C -2.807921 1.241577 2.476992 -0.7 -0.5 0.5 -0.527
C -3.658962 -0.030225 2.412041 -0.4 1.8 1.0 -0.913
C -3.173327 -0.960128 1.364976 0.5 0.2 0.1 -0.591
N -1.694181 -1.101399 1.478892 -0.1 -0.3 -1.5 -0.152
C 1.500129 0.871385 1.657794 -1.0 -1.2 0.1 -0.220
C 2.862865 0.615914 1.707384 0.9 0.0 -0.3 -0.583
H 4.474196 -0.859415 1.679861 -0.3 0.0 0.0 0.403
H 2.872496 -2.784837 1.415583 -0.3 0.6 0.3 0.357
H 0.438167 -2.413898 1.737752 0.7 0.6 0.0 0.436
H -3.054642 1.828700 3.378872 -0.4 -0.4 -0.6 0.460
H -2.860179 1.923167 1.614943 -0.2 -0.3 0.0 0.334
H -3.639037 -0.409117 3.436341 0.0 -0.5 -0.2 0.315
H -4.679462 0.314138 2.236988 -0.1 -0.4 -0.2 0.418
H -3.667779 -1.916143 1.461094 0.2 -0.4 0.0 0.406
H -3.424163 -0.543167 0.387568 0.2 -0.1 -0.1 0.347
H -1.320025 -1.747860 0.731439 -0.1 1.3 1.5 0.351
H 1.156951 1.909725 1.497696 0.2 -0.9 0.4 0.258
H 3.568054 1.469093 1.740578 -0.6 -0.6 -0.1 0.358
O -0.249619 -0.684600 4.745473 -0.6 1.6 0.5 -0.622
N -0.593348 0.269186 5.489120 0.1 1.0 1.3 0.886
C -0.700492 1.678604 4.986290 -0.2 -2.5 1.2 -0.959
C -0.797833 1.960965 3.554997 1.2 0.5 -3.3 1.572
C -1.316269 3.388841 3.405356 1.9 0.6 -3.9 -0.145
N -0.939291 4.001241 2.204415 -0.4 -2.2 1.9 0.947
O -0.792002 3.437307 1.100489 0.0 0.4 0.6 -0.745
O -0.443790 5.225047 2.427220 -1.1 0.8 0.6 -0.242
N -0.592424 5.531547 3.828630 -0.5 -1.5 0.0 -0.535
C -1.068988 4.395925 4.351124 1.3 -0.9 1.9 0.338
N -1.088782 3.999778 5.708456 -0.7 0.5 -1.0 -0.732
C -1.047279 2.682903 5.915718 0.1 0.8 0.5 -0.094
O -0.808397 0.091995 6.722842 0.4 0.2 -2.4 -0.662
H -0.408436 1.811409 2.375499 3.3 2.8 2.4 -0.967
H -1.274582 2.397799 6.969837 0.6 0.0 -1.0 0.485